(1)
{
  "formula": "C9H23Br4N5O10",
  "method": "ωB97M-V with the def2-TZVPD basis set",
  "orbital_gap_ev": 6.586,
  "lumo_energy_ev": -1.2381,
  "elements": ["Br", "Br", "Br", "Br", "O", "O", "O", "O", "O", "O", "O", "O", "O", "O", "N", "N", "N", "N", "N", "C", "C", "C", "C", "C", "C", "C", "C", "C", "H", "H", "H", "H", "H", "H", "H", "H", "H", "H", "H", "H", "H", "H", "H", "H", "H", "H", "H", "H", "H", "H", "H"],
  "positions_angstrom": [[1.100, -15.169, -26.383], [1.409, -13.067, -23.630], [5.378, -15.324, -24.462], [4.922, -10.165, -24.755], [5.425, -14.000, -25.983], [4.079, -11.345, -22.387], [3.097, -9.909, -25.893], [1.827, -12.344, -19.550], [3.385, -12.826, -21.018], [5.720, -13.044, -23.036], [5.147, -13.072, -20.876], [2.837, -8.833, -24.018], [4.362, -10.930, -20.342], [3.629, -12.812, -26.346], [4.849, -13.030, -26.452], [2.508, -12.067, -20.546], [4.786, -10.930, -21.519], [5.093, -13.401, -22.070], [2.537, -9.074, -25.175], [6.122, -10.350, -21.805], [4.003, -14.347, -22.332], [5.687, -11.873, -26.973], [3.153, -11.043, -24.740], [1.383, -8.278, -25.779], [3.229, -12.311, -23.789], [2.379, -10.668, -21.143], [2.763, -15.894, -25.601], [3.524, -14.716, -24.967], [3.635, -12.133, -22.794], [3.058, -13.823, -22.474], [1.560, -8.101, -26.840], [6.298, -9.659, -20.980], [5.455, -11.725, -28.027], [3.311, -16.239, -26.478], [3.061, -10.648, -21.993], [2.624, -16.842, -25.082], [2.927, -11.352, -25.761], [6.907, -11.104, -21.743], [3.014, -14.458, -24.039], [1.324, -10.465, -21.331], [0.476, -8.881, -25.742], [1.210, -7.384, -25.180], [4.070, -15.036, -21.490], [3.631, -13.865, -25.639], [4.264, -15.007, -23.159], [2.843, -10.021, -20.398], [3.894, -13.095, -24.151], [6.764, -11.866, -26.804], [2.481, -10.261, -24.390], [5.407, -10.982, -26.411], [6.109, -9.811, -22.752]],
  "forces_ev_per_angstrom": [[0.149, -0.556, 0.169], [-0.833, 1.342, -0.312], [0.792, -6.261, 1.451], [4.451, -0.569, 3.598], [1.229, 4.287, -6.805], [10.285, 10.881, 2.465], [-4.440, 10.411, -7.030], [0.728, 0.388, -1.252], [-10.841, 2.420, 4.219], [1.933, 1.522, 0.737], [7.829, -1.799, -1.966], [-0.850, 2.108, 0.901], [4.896, 1.580, -1.543], [1.694, 2.086, -4.605], [2.662, 2.954, -0.725], [-0.755, -1.140, 0.403], [3.603, 2.213, 5.967], [-0.490, -3.223, 1.469], [-1.576, 7.706, -5.903], [0.426, 0.605, 0.955], [0.409, -2.895, 1.391], [-0.250, 0.306, -0.993], [0.251, -7.644, 5.860], [-0.051, -0.754, 0.128], [-2.994, -2.249, -6.165], [-3.195, 0.759, 1.765], [1.226, 0.202, -1.343], [-1.593, -5.058, 1.336], [-5.050, -6.499, -3.170], [0.787, -1.344, 0.579], [0.394, 0.148, 0.266], [-0.124, -0.048, -0.030], [-0.072, -0.347, 0.032], [0.004, 0.244, -0.240], [-3.872, 1.339, 0.390], [-0.557, 0.564, 0.735], [-0.666, -2.655, 1.371], [-0.392, -0.231, -0.297], [0.420, -1.236, -1.295], [0.078, -0.176, 0.066], [0.060, -0.310, 0.276], [0.398, -0.129, -0.156], [-0.808, 0.336, 0.359], [-1.810, -3.216, 1.884], [-0.604, 1.117, 2.382], [-1.793, 0.300, 0.051], [-0.665, 1.184, -0.268], [-0.111, -1.347, 0.038], [0.076, -6.062, 3.666], [-0.347, -0.770, -1.150], [-0.041, -0.481, 0.339]],
  "mulliken_charge": [-0.22, -0.02, -0.28, -0.53, -0.55, 0.01, -0.41, -0.73, -0.19, -0.51, -0.53, -0.53, -0.62, -0.51, 1.01, 0.87, 1.14, 1.11, 0.90, -1.06, -0.29, -0.58, -2.31, -0.96, -0.33, -0.87, -1.09, 0.79, 1.19, 0.27, 0.29, 0.40, 0.32, 0.40, 0.17, 0.48, 1.44, 0.27, -0.01, 0.33, 0.35, 0.31, 0.61, -0.12, 0.24, 0.44, -1.63, 0.36, 0.88, 0.06, 0.25]
}

---

(2)
{
  "formula": "C9H23Cl2NNbO8S2",
  "method": "ωB97M-V with the def2-TZVPD basis set",
  "total_charge": -1,
  "orbital_gap_ev": 7.115,
  "lumo_energy_ev": 1.7102,
  "elements": ["Nb", "Cl", "Cl", "S", "S", "O", "O", "O", "O", "O", "O", "O", "O", "N", "C", "C", "C", "C", "C", "C", "C", "C", "C", "H", "H", "H", "H", "H", "H", "H", "H", "H", "H", "H", "H", "H", "H", "H", "H", "H", "H", "H", "H", "H", "H", "H"],
  "positions_angstrom": [[-0.294, -1.884, 4.877], [-1.610, -0.591, 1.738], [-4.268, 0.750, 3.035], [-1.735, -0.489, -6.000], [2.346, 0.287, -0.984], [0.979, -0.198, 4.668], [-0.667, 0.412, -5.159], [-2.911, 0.307, -6.273], [-0.075, 1.598, 5.124], [1.169, 1.084, -1.257], [2.264, -1.022, -0.375], [-1.816, -1.799, -5.391], [3.413, 1.189, -0.144], [0.145, 0.791, 4.235], [-0.782, -0.622, -7.493], [-3.464, -0.191, 5.763], [-1.830, -0.784, 3.603], [-1.147, 0.058, -2.807], [-1.100, 1.040, -3.962], [3.298, 0.155, -2.477], [2.934, 0.834, 2.209], [2.981, 1.817, 1.054], [-3.068, -0.167, 4.172], [-1.326, -1.270, -8.184], [2.011, 2.306, 0.911], [-3.117, -1.142, 6.350], [0.188, -1.062, -7.255], [0.943, -2.793, 5.891], [-0.373, 1.826, -3.733], [-1.934, -0.688, -2.957], [3.708, 2.603, 1.283], [-0.901, -1.154, 6.445], [-0.663, 0.372, -7.926], [-1.513, -3.238, 5.084], [-3.062, 0.782, 6.277], [-1.347, 0.577, -1.866], [2.147, 0.089, 2.059], [-2.070, 1.529, -4.105], [0.346, -2.643, 3.356], [-0.200, -0.485, -2.720], [2.734, 1.353, 3.150], [3.880, 0.291, 2.296], [-4.657, -0.197, 5.805], [4.269, -0.286, -2.239], [3.417, 1.148, -2.910], [2.755, -0.493, -3.168]],
  "forces_ev_per_angstrom": [[1.245, 1.718, -0.394], [-0.237, -0.183, 2.188], [1.432, -1.101, 1.726], [0.488, 0.224, 0.544], [0.375, -0.022, 0.667], [-1.541, -1.127, -0.288], [-0.377, -0.805, -1.605], [0.690, -0.748, 0.408], [0.302, -1.325, -1.943], [0.861, -0.597, 0.426], [-0.227, 1.256, -0.654], [-0.273, 1.107, -0.564], [-0.325, -0.708, -1.516], [0.459, 2.301, 2.298], [0.144, 0.070, 0.025], [-1.290, 0.207, -0.790], [-5.097, 2.309, 0.465], [-0.312, -0.369, -0.007], [-0.404, 0.364, 1.406], [0.149, 0.097, 0.018], [-0.205, -0.285, -0.016], [-0.406, 0.331, 1.312], [3.196, -1.778, -0.939], [-0.040, 0.071, 0.221], [0.078, -0.144, -0.131], [-0.306, 1.915, -1.535], [-0.170, 0.062, 0.031], [-0.177, -0.094, -0.180], [0.035, -0.168, -0.320], [0.055, 0.127, -0.011], [0.037, -0.120, -0.385], [-0.171, -0.594, 0.550], [-0.037, -0.099, 0.111], [0.237, 0.437, -0.019], [-0.716, -1.900, -0.986], [0.145, -0.051, -0.157], [0.074, 0.144, 0.109], [0.091, -0.124, -0.165], [0.110, -0.966, -0.026], [-0.181, 0.208, 0.043], [0.025, -0.043, -0.152], [-0.053, 0.158, -0.003], [2.579, 0.216, -0.107], [-0.171, 0.061, 0.033], [-0.032, -0.094, 0.100], [-0.058, 0.061, 0.212]],
  "mulliken_charge": [-0.34, -0.17, -0.26, 1.18, 1.24, -0.54, -0.25, -0.64, -0.47, -0.61, -0.61, -0.59, -0.27, 0.41, -0.92, -0.91, -0.08, -0.91, -0.38, -0.99, -0.93, -0.32, 0.34, 0.36, 0.27, 0.28, 0.30, 0.05, 0.28, 0.38, 0.28, 0.04, 0.30, 0.05, 0.24, 0.44, 0.31, 0.33, 0.07, 0.09, 0.36, 0.25, 0.30, 0.36, 0.30, 0.36]
}

---

(3)
{
  "formula": "C9H23ClI2MoNP2",
  "method": "ωB97M-V with the def2-TZVPD basis set",
  "multiplicity": 3,
  "total_charge": 3,
  "s_squared": 2.054,
  "orbital_gap_ev": [3.667, 4.517],
  "lumo_energy_ev": [-13.8027, -12.9532],
  "elements": ["I", "I", "Mo", "Cl", "P", "P", "N", "C", "C", "C", "C", "C", "C", "C", "C", "C", "H", "H", "H", "H", "H", "H", "H", "H", "H", "H", "H", "H", "H", "H", "H", "H", "H", "H", "H", "H", "H", "H", "H"],
  "positions_angstrom": [[3.826, 2.605, -2.026], [4.254, 2.245, 0.426], [-0.133, -0.652, -0.329], [-0.967, -2.759, -1.211], [1.549, -1.729, -1.536], [-2.436, -0.799, 0.755], [0.087, 1.052, 0.684], [-3.074, 0.544, 1.814], [0.455, 3.313, 1.900], [1.224, 4.360, 1.043], [1.563, -1.702, -3.345], [-2.645, -2.275, 1.810], [2.096, -0.149, -0.874], [2.683, -3.033, -1.054], [0.219, 2.053, 1.269], [-3.779, -1.007, -0.474], [-2.457, -3.183, 1.231], [2.962, -2.879, -0.003], [2.168, -3.997, -1.185], [-3.599, -1.900, -1.075], [2.248, 3.987, 0.822], [-4.067, 0.281, 2.218], [0.936, -2.530, -3.694], [-3.787, -0.131, -1.131], [-2.359, 0.709, 2.637], [1.303, 5.316, 1.584], [0.705, 4.538, 0.098], [-4.743, -1.084, 0.040], [2.441, -0.189, 0.175], [-1.923, -2.221, 2.637], [3.573, -2.970, -1.704], [1.161, -0.741, -3.718], [1.027, 3.108, 2.816], [-0.535, 3.723, 2.196], [2.599, -1.834, -3.686], [1.274, 0.658, -1.003], [2.946, 0.109, -1.550], [-3.663, -2.294, 2.226], [-3.132, 1.457, 1.216]],
  "forces_ev_per_angstrom": [[-0.259, 0.555, -2.285], [0.796, -0.410, 2.278], [-1.760, -2.534, -0.543], [0.251, 1.004, 0.454], [1.318, -0.837, -1.323], [-2.249, -0.970, 0.479], [-0.285, 1.948, 1.673], [0.985, 0.352, 0.007], [-0.344, 0.873, 0.526], [0.611, -0.236, -0.585], [-0.652, 0.611, 0.120], [0.752, 0.010, 0.130], [0.022, 0.271, -0.219], [-0.396, -0.090, 0.719], [0.345, -0.478, -0.826], [0.660, 0.290, -0.428], [-0.106, 0.104, 0.150], [0.032, -0.316, -0.227], [0.288, 0.159, 0.054], [-0.152, 0.117, 0.095], [-0.859, 0.419, 0.232], [0.451, -0.014, -0.265], [0.134, 0.108, -0.068], [-0.187, -0.130, -0.001], [-0.437, -0.017, -0.125], [-0.177, -0.529, -0.016], [0.028, 0.046, 0.148], [0.216, 0.012, 0.069], [0.046, 0.276, -0.341], [-0.250, -0.157, -0.095], [-0.372, 0.009, 0.173], [0.143, -0.497, 0.037], [-0.177, -0.096, 0.039], [0.385, -0.286, 0.011], [-0.212, 0.001, 0.141], [1.842, -0.155, -0.418], [-0.510, 0.470, 0.306], [0.272, 0.121, -0.232], [-0.191, -0.002, 0.155]],
  "mulliken_spin": [0.00, 0.00, 2.27, -0.10, -0.12, -0.10, -0.01, 0.00, 0.00, 0.00, 0.01, 0.01, -0.01, 0.01, 0.02, 0.01, 0.00, 0.00, 0.00, 0.00, 0.00, 0.00, 0.00, 0.00, 0.00, 0.00, 0.00, 0.00, 0.01, 0.00, 0.00, 0.00, 0.00, 0.00, 0.00, -0.01, -0.01, 0.00, 0.00]
}

---

(4)
{
  "formula": "C9H23ClI2NP2Ru",
  "method": "ωB97M-V with the def2-TZVPD basis set",
  "multiplicity": 5,
  "total_charge": 3,
  "s_squared": 6.193,
  "orbital_gap_ev": [4.968, 5.734],
  "lumo_energy_ev": [-13.8364, -13.2195],
  "elements": ["I", "I", "Ru", "Cl", "P", "P", "N", "C", "C", "C", "C", "C", "C", "C", "C", "C", "H", "H", "H", "H", "H", "H", "H", "H", "H", "H", "H", "H", "H", "H", "H", "H", "H", "H", "H", "H", "H", "H", "H"],
  "positions_angstrom": [[-1.031, 2.829, 1.224], [-2.220, -1.693, 1.861], [1.865, -0.678, -0.871], [3.819, -1.170, -1.651], [0.062, -0.318, -2.219], [1.628, -0.266, 1.299], [-0.515, 0.201, 0.090], [0.609, 0.137, 2.811], [-1.557, 0.517, 0.582], [0.867, 0.859, -3.302], [2.302, -1.845, 1.759], [-1.697, 0.067, -2.565], [2.983, 0.876, 1.456], [-2.971, 0.601, 0.766], [0.192, -1.936, -2.970], [-3.265, 1.420, 2.026], [-2.799, 2.589, 1.871], [-0.487, -2.621, -2.421], [0.498, 0.709, -4.319], [-0.128, -1.858, -4.016], [2.844, -1.645, 2.707], [-1.870, -0.024, -3.683], [-1.960, 1.107, -2.260], [1.482, -2.548, 1.984], [1.245, -2.275, -2.878], [0.612, 1.875, -2.947], [-0.157, -0.580, 2.953], [-3.466, -0.441, 1.042], [0.263, 1.131, 2.771], [-4.308, 1.736, 2.199], [-2.379, -0.654, -2.054], [2.951, -2.208, 1.005], [-3.628, 1.043, -0.114], [-2.767, 1.116, 2.869], [2.569, 1.881, 1.469], [1.967, 0.688, -3.225], [3.668, 0.705, 0.676], [1.376, 0.027, 3.622], [3.403, 0.644, 2.450]],
  "forces_ev_per_angstrom": [[1.096, 2.509, -0.100], [0.052, -3.677, 1.858], [-2.917, 0.618, 0.485], [-0.156, 0.080, 0.074], [-1.809, -0.039, -3.911], [1.209, 0.125, 4.115], [1.167, -0.887, -1.098], [1.983, -0.680, -0.519], [2.503, 0.203, -2.296], [1.019, 0.564, 0.802], [-0.896, -0.284, 1.455], [-1.045, 0.267, 0.625], [-0.990, 0.438, 1.212], [-4.190, 1.231, 0.057], [0.307, -0.791, 0.700], [-1.312, 2.998, -1.969], [-1.450, -1.731, 0.359], [0.457, 0.115, -0.409], [0.067, 0.032, -0.031], [0.127, -0.107, 0.089], [-0.078, -0.358, -0.481], [0.569, 0.006, 1.196], [0.241, -0.732, -0.231], [0.424, 0.017, -0.192], [-0.646, -0.224, -0.456], [0.282, -0.271, -0.355], [-0.627, -0.453, 0.205], [0.094, 1.669, -1.241], [-0.388, 0.904, 0.127], [0.253, -0.607, -0.146], [0.518, 0.500, -0.374], [0.872, -0.738, -0.488], [1.748, -0.916, 1.266], [0.910, -1.035, 2.129], [0.371, 0.298, -0.113], [-0.669, 0.420, -0.515], [1.250, 0.164, -0.784], [-0.499, 0.094, -0.684], [0.152, 0.282, -0.359]],
  "mulliken_spin": [0.68, 0.84, 2.17, 0.32, -0.16, -0.13, -0.13, 0.03, -0.01, -0.02, -0.01, 0.01, 0.00, 0.17, -0.01, 0.22, 0.02, 0.00, 0.00, -0.01, 0.00, 0.00, 0.00, 0.00, -0.01, 0.00, 0.01, 0.02, -0.01, 0.01, 0.00, 0.00, 0.01, 0.00, -0.01, 0.00, 0.00, 0.00, 0.00]
}